1.
16
Properties=species:S:1:pos:R:3:forces:R:3 method="wB97M-V/def2-TZVPD" gap_ev=11.987 de_lowest_kj_mol=120.0 homo_ev=-10.846 lumo_energy_ev=1.1 charge=0 largest_force_ev_per_a=3.8 spin_multiplicity=1 smiles=CC.CC
C -1.299977 -1.661722 0.422171 3.42 -0.87 1.41
C 1.223607 1.772640 1.021082 -2.65 -1.26 2.09
C -1.204589 -1.585159 -1.084897 -1.49 -2.62 -0.14
C 1.393917 1.475420 -0.402868 -1.65 1.44 -3.13
H 2.010709 2.307348 1.405346 2.44 0.39 1.40
H 0.892060 0.844641 1.560025 1.16 0.76 0.06
H -2.281564 -1.793148 -1.403032 1.58 0.58 -0.48
H 0.624484 2.145011 -0.903150 1.05 -0.67 -0.16
H -0.854347 -0.631282 -1.360876 0.29 1.01 -0.82
H 2.365775 1.704993 -0.895585 -0.57 -0.26 0.71
H -1.516188 -0.707455 0.910182 0.36 0.06 -0.19
H 1.053026 0.485765 -0.696736 0.36 -0.21 0.14
H -2.089295 -2.304448 0.761673 -0.12 -0.71 0.13
H -0.522412 -2.413995 -1.498089 -1.13 1.33 0.48
H 0.416203 2.458662 1.353818 -0.15 -0.20 -1.12
H -0.211411 -2.097272 0.810936 -2.93 1.24 -0.41



2.
16
Properties=species:S:1:pos:R:3:forces:R:3 method="wB97M-V/def2-TZVPD" gap_ev=12.550 de_lowest_kj_mol=39.2 homo_ev=-11.362 lumo_energy_ev=1.2 charge=0 largest_force_ev_per_a=2.0 spin_multiplicity=1 smiles=CC.CC
C 1.298747 0.251091 1.498756 0.19 -1.55 1.19
C -0.799193 -0.909235 -1.368218 -0.05 0.47 0.12
C -2.282412 -0.868752 -1.020772 -0.74 0.27 -0.19
C 1.773067 1.543159 0.864204 -0.14 -0.16 -0.88
H 2.757773 1.811488 1.234240 -0.09 0.30 0.23
H -0.512092 -0.035569 -1.948974 -0.05 0.03 -0.28
H 2.012942 -0.098414 2.259951 -0.08 0.30 -0.05
H -2.865734 -0.331422 -1.774829 0.18 -0.08 -0.16
H 0.349971 0.251961 2.030987 -0.18 0.70 0.02
H -2.723392 -1.864788 -0.994512 0.08 -0.06 0.26
H 1.181151 -0.662176 0.906246 0.34 0.54 -0.65
H -0.161347 -0.836193 -0.490465 -0.11 -0.47 0.02
H -2.543430 -0.347508 -0.093317 0.38 -0.22 0.04
H 1.904340 1.456198 -0.214855 -0.04 -0.22 -0.10
H 1.060770 2.357979 0.969189 0.11 0.11 0.37
H -0.572816 -1.801560 -1.948225 0.21 0.03 0.05



3.
16
Properties=species:S:1:pos:R:3:forces:R:3 method="wB97M-V/def2-TZVPD" gap_ev=12.137 de_lowest_kj_mol=128.7 homo_ev=-11.010 lumo_energy_ev=1.1 charge=0 largest_force_ev_per_a=3.7 spin_multiplicity=1 smiles=CC.CC
C -0.556076 -1.658170 -1.179074 -0.48 1.92 -1.61
C 0.464668 1.724266 0.018925 0.12 0.55 -2.29
C -1.387053 -1.978932 0.024329 -0.81 -0.32 3.31
C 1.458219 1.929673 1.131274 2.34 -1.40 0.75
H -0.580420 2.023589 0.263009 0.79 -0.25 -0.10
H 0.074688 -0.734141 -0.991957 -1.08 -1.16 -0.82
H 0.795235 2.310010 -0.953954 -0.79 -0.93 1.97
H -2.450543 -1.653953 -0.165488 1.02 -0.60 0.51
H -1.307637 -1.517115 -2.107350 2.14 -0.19 1.88
H 1.554302 1.057777 1.845882 -0.70 0.72 -0.67
H -1.079801 -1.418818 1.122259 -0.57 -1.62 -3.23
H 2.542736 1.942771 0.754802 -1.55 0.44 0.25
H 1.279855 2.789882 1.758430 0.01 0.43 -0.06
H -1.328340 -3.124068 0.185816 -0.53 1.92 0.12
H 0.151324 -2.442876 -1.380096 0.18 -0.36 -0.36
H 0.470057 0.665922 -0.304069 -0.12 0.84 0.36



4.
16
Properties=species:S:1:pos:R:3:forces:R:3 method="wB97M-V/def2-TZVPD" gap_ev=12.628 de_lowest_kj_mol=42.3 homo_ev=-11.519 lumo_energy_ev=1.1 charge=0 largest_force_ev_per_a=1.7 spin_multiplicity=1 smiles=CC.CC
C -1.882907 1.046714 -1.781078 0.01 1.20 -1.17
C 2.183356 -0.349500 1.498227 -0.82 0.45 -0.40
C -1.827477 0.706996 -0.312277 -0.23 -0.73 0.90
C 1.533590 -1.417380 0.615891 -0.16 0.92 -1.02
H -2.595700 1.107104 0.352763 -0.43 0.29 -0.61
H 1.483144 -0.009172 2.263267 0.38 -0.58 0.65
H -2.716084 1.693876 -2.065322 -0.14 -0.02 0.29
H 3.168638 -0.659835 1.826189 -0.09 0.08 0.60
H 2.265245 -1.800232 -0.095851 0.04 -0.41 0.21
H -0.929857 1.021907 0.218667 0.38 -0.22 -0.42
H 2.288656 0.602932 0.970554 0.39 -0.28 -0.51
H -1.950224 -0.371234 -0.212905 0.32 -0.09 0.28
H 0.796309 -0.935744 -0.035734 -0.11 -0.01 0.14
H 0.987622 -2.212873 1.112668 0.37 -0.16 0.32
H -1.011593 1.607498 -2.135928 0.08 -0.07 0.29
H -1.954221 0.216481 -2.484808 0.01 -0.37 0.46



5.
16
Properties=species:S:1:pos:R:3:forces:R:3 method="wB97M-V/def2-TZVPD" gap_ev=12.451 de_lowest_kj_mol=40.8 homo_ev=-11.346 lumo_energy_ev=1.1 charge=0 largest_force_ev_per_a=2.4 spin_multiplicity=1 smiles=CC.CC
C 0.091439 2.211976 1.609155 0.58 0.13 -0.57
C 0.295221 0.718597 1.894811 -0.14 0.45 0.05
C -0.543692 -1.358220 -2.419236 2.12 -0.66 -0.98
C 0.268877 -1.510587 -1.141998 -0.88 0.00 1.86
H -0.914886 2.464846 1.876271 -0.59 0.32 0.37
H 1.245409 0.300201 1.589149 0.36 0.15 0.18
H 0.777709 2.899965 2.147029 -0.33 -0.62 -0.20
H -1.552573 -1.650780 -2.304371 -1.17 -0.09 0.62
H -0.151205 -0.801469 -0.411844 0.27 -0.13 -0.12
H -0.515735 -0.352628 -2.829167 0.11 0.00 -0.17
H 0.059350 0.478443 2.918625 0.55 0.16 0.72
H 0.026057 -2.488350 -0.697520 0.23 0.11 -0.15
H -0.441982 0.114556 1.415984 -0.66 -0.18 -0.88
H 1.368817 -1.400235 -1.034898 -0.64 0.08 -1.06
H -0.165427 -2.101146 -3.146109 -0.02 0.64 -0.14
H 0.152623 2.474831 0.534118 0.22 -0.35 0.45



6.
16
Properties=species:S:1:pos:R:3:forces:R:3 method="wB97M-V/def2-TZVPD" gap_ev=12.778 de_lowest_kj_mol=18.2 homo_ev=-11.655 lumo_energy_ev=1.1 charge=0 largest_force_ev_per_a=1.1 spin_multiplicity=1 smiles=CC.CC
C -2.229679 1.554345 -1.242064 -0.84 -0.65 -0.31
C -1.116157 1.750127 -0.259106 0.60 0.81 0.54
C 0.947869 -1.773203 0.787141 -0.42 0.43 0.19
C 2.457290 -1.587175 0.676798 -0.12 -0.22 0.61
H -2.731255 2.485302 -1.519873 0.41 0.05 -0.16
H 0.567099 -2.741434 1.105229 0.50 -0.37 -0.27
H 2.766927 -0.559460 0.864497 -0.20 0.12 -0.15
H 2.980756 -2.177161 1.432369 0.08 -0.13 -0.23
H -1.907549 1.014374 -2.133424 -0.01 0.20 -0.12
H 0.485006 -1.105805 1.502088 0.13 0.42 0.33
H 2.785607 -1.856052 -0.318967 0.30 -0.20 -0.07
H -1.471281 2.378490 0.548740 -0.14 -0.02 0.46
H -0.690751 0.849076 0.186291 -0.23 -0.10 -0.22
H -0.284795 2.334369 -0.660560 0.03 -0.19 -0.30
H 0.483932 -1.522783 -0.153491 -0.27 -0.05 -0.42
H -3.043017 0.956991 -0.815669 0.18 -0.09 0.10



7.
16
Properties=species:S:1:pos:R:3:forces:R:3 method="wB97M-V/def2-TZVPD" gap_ev=12.847 de_lowest_kj_mol=25.9 homo_ev=-11.733 lumo_energy_ev=1.1 charge=0 largest_force_ev_per_a=1.2 spin_multiplicity=1 smiles=CC.CC
C 2.192501 -0.649113 -0.197929 0.08 -0.54 -0.17
C 1.580511 -1.985956 0.245401 1.20 -0.14 -0.29
C -2.154205 0.955419 0.613888 0.43 0.53 -0.03
C -1.679195 1.722840 -0.640277 -0.37 -0.83 -0.20
H -3.010176 1.481828 1.030790 0.15 -0.07 0.47
H -2.464307 -0.073852 0.440794 -0.04 0.06 -0.39
H -1.470098 0.981832 -1.410474 0.20 0.22 -0.27
H -2.463864 2.373147 -1.016403 -0.08 0.04 -0.10
H -0.791058 2.336276 -0.503625 0.02 -0.09 0.25
H -1.323910 0.888588 1.319790 -0.29 0.13 0.27
H 3.094491 -0.482130 0.385145 -0.14 0.47 0.30
H 1.027866 -1.846842 1.164167 -0.38 -0.23 0.06
H 2.552312 -0.673962 -1.222919 -0.16 -0.11 -0.25
H 2.394660 -2.695877 0.442811 -0.07 0.17 0.25
H 1.034440 -2.501391 -0.534355 -0.69 0.28 -0.04
H 1.480030 0.169197 -0.116808 0.14 0.12 0.13



8.
16
Properties=species:S:1:pos:R:3:forces:R:3 method="wB97M-V/def2-TZVPD" gap_ev=12.468 de_lowest_kj_mol=53.5 homo_ev=-11.299 lumo_energy_ev=1.2 charge=0 largest_force_ev_per_a=2.2 spin_multiplicity=1 smiles=CC.CC
C -1.375250 -1.491629 -0.449966 0.58 2.16 0.28
C -1.003265 -1.535954 1.027705 0.22 -1.70 0.78
C 1.869383 1.348633 -0.530329 -0.50 0.68 0.13
C 0.424638 1.620685 -0.067972 0.83 0.54 -0.74
H -0.201837 0.742706 -0.114115 0.09 -0.03 0.83
H 1.904911 0.936217 -1.536551 0.19 -0.11 0.05
H 2.416771 0.737579 0.183218 -0.07 -0.34 -0.11
H 0.540308 2.140472 0.881944 -0.73 -0.42 0.31
H 2.367103 2.321485 -0.513610 0.22 -0.12 -0.32
H -0.683017 -2.109716 -1.011376 -0.49 -0.73 -0.05
H 0.070286 -1.429930 1.208053 0.03 -0.15 -0.37
H -1.121003 -0.506034 -0.847258 -0.33 0.03 -0.13
H -1.427670 -0.940100 1.838185 -0.66 0.64 -0.84
H -0.062524 2.322860 -0.750570 0.16 0.12 -0.01
H -1.281162 -2.557015 1.326708 0.40 0.04 0.29
H -2.437674 -1.600257 -0.644065 0.06 -0.61 -0.10